(1)
{"formula": "C22H30F5N2OP2RhS", "method": "ωB97M-V with the def2-TZVPD basis set", "gap_ev": [6.65, 5.41], "charge": 2, "elements": ["Rh", "S", "P", "P", "F", "F", "F", "F", "F", "O", "N", "N", "C", "C", "C", "C", "C", "C", "C", "C", "C", "C", "C", "C", "C", "C", "C", "C", "C", "C", "C", "C", "C", "C", "H", "H", "H", "H", "H", "H", "H", "H", "H", "H", "H", "H", "H", "H", "H", "H", "H", "H", "H", "H", "H", "H", "H", "H", "H", "H", "H", "H", "H", "H"], "positions_angstrom": [[-0.7322, -0.3945, -0.5160], [-2.9536, -0.8395, -1.0278], [1.5248, -0.1849, -0.9366], [-0.7709, 1.7522, -1.1085], [-3.0781, -6.6428, -1.6279], [-5.2060, -2.4974, -1.8826], [-0.7939, -5.4553, -0.8063], [-5.2824, -5.1702, -2.1648], [-0.6989, -2.7733, -0.4849], [2.2076, -1.2754, 4.9567], [1.4751, -3.3144, 4.2819], [-0.5674, -0.3112, 1.6166], [1.4042, -1.9754, 4.3662], [-1.9734, 2.8267, -0.3012], [-1.8707, -4.7276, -1.0525], [-4.1304, -3.2066, -1.6104], [-1.4558, 0.3853, 3.7188], [0.8647, 2.4813, -0.7896], [2.7057, -0.6706, 0.3441], [3.9008, -3.8442, 4.0985], [0.8471, -4.8932, 2.4668], [1.9230, -1.2016, -2.3783], [0.4269, -4.1658, 3.7342], [0.2981, -1.2335, 3.6466], [-4.1790, -4.5815, -1.7597], [-3.0493, -5.3419, -1.4827], [0.2456, -1.1598, 2.2685], [-1.8569, -3.3658, -0.9046], [-2.9618, -2.5574, -1.1801], [2.6299, -3.9619, 4.9235], [1.9298, 1.5526, -1.3763], [-1.4308, 0.4174, 2.3377], [-0.5523, -0.4207, 4.3858], [-1.0970, 1.9300, -2.8773], [-0.9663, 2.9713, -3.1780], [4.7189, -4.3576, 4.6022], [0.9153, 3.4919, -1.1994], [4.1831, -2.7986, 3.9806], [2.5977, -1.7316, 0.5708], [0.0177, -5.4813, 2.0756], [-1.9171, 3.8111, -0.7717], [-2.1633, 1.0033, 4.2528], [-2.1223, 1.6232, -3.0850], [2.9405, -0.9932, -2.7150], [-1.7403, 2.9474, 0.7540], [1.1752, -4.1909, 1.6958], [3.7763, -4.2960, 3.1131], [-2.9873, 2.4446, -0.4213], [-0.4959, -0.4285, 5.4666], [0.9063, -1.7675, 1.6649], [2.3604, -5.0065, 5.0788], [3.7236, -0.5006, -0.0110], [-0.4264, 1.3026, -3.4640], [1.9606, 1.6274, -2.4654], [1.2308, -0.9919, -3.1938], [-0.4649, -3.5634, 3.5611], [0.1557, -4.8951, 4.5010], [1.6719, -5.5786, 2.6604], [-2.1162, 1.0426, 1.7904], [2.5481, -0.0876, 1.2520], [2.9263, 1.7999, -1.0089], [0.9712, 2.5598, 0.2963], [2.7717, -3.5038, 5.9018], [1.8530, -2.2578, -2.1163]]}



(2)
{"formula": "C22H30F6IN2O5", "method": "ωB97M-V with the def2-TZVPD basis set", "gap_ev": 9.13, "charge": 1, "elements": ["I", "F", "F", "F", "F", "F", "F", "O", "O", "O", "O", "O", "N", "N", "C", "C", "C", "C", "C", "C", "C", "C", "C", "C", "C", "C", "C", "C", "C", "C", "C", "C", "C", "C", "C", "C", "H", "H", "H", "H", "H", "H", "H", "H", "H", "H", "H", "H", "H", "H", "H", "H", "H", "H", "H", "H", "H", "H", "H", "H", "H", "H", "H", "H", "H", "H"], "positions_angstrom": [[-3.0656, 7.4620, 4.0921], [0.1381, -0.3771, -0.9323], [1.0565, -8.3996, -1.9086], [2.3194, -7.9171, -3.5894], [1.5456, -6.3377, -2.3273], [-1.2899, -1.8878, -1.5214], [-0.9650, -1.4663, 0.5748], [-0.9341, -8.1674, -3.8028], [1.8776, -2.5163, -1.0037], [-0.6019, 7.5091, 2.4433], [0.2961, -3.8062, -0.0393], [0.1185, -6.3597, -4.6530], [-0.9168, 2.8347, 1.3539], [-2.6058, 4.1979, 3.0381], [-2.0781, 5.9983, 1.2140], [-2.1776, -5.5755, -4.8870], [1.6926, 4.0972, -0.7005], [1.2326, -4.8989, 0.0199], [2.3330, 2.9348, 1.7088], [3.9045, 4.8200, 0.7020], [0.0014, -7.4089, -3.8139], [-2.7168, 4.5732, 1.6010], [1.9412, 1.8983, 2.8722], [-2.6918, 2.6927, 3.2216], [-0.3341, -1.6012, -0.6146], [2.9783, 4.9849, -0.5577], [3.6026, 3.8111, 1.8440], [0.0873, 2.1410, 0.4481], [-2.0329, 3.4769, 0.5897], [0.7589, -2.6645, -0.5814], [-1.7456, 6.9617, 2.4462], [-1.5704, 1.8942, 2.3461], [1.4029, 3.0927, 0.4401], [2.2403, -4.6942, 1.1354], [1.2252, -7.5172, -2.9099], [-0.9663, -6.1726, -5.5779], [-2.8593, 2.7013, 0.3558], [-0.3611, 3.5039, 1.9325], [-3.8278, 4.5921, 1.3014], [2.9053, -5.5549, 1.2180], [-1.7101, 3.9676, -0.3906], [-2.9730, -5.3749, -5.6063], [-1.9086, -4.6437, -4.3821], [-1.0938, 5.8355, 0.6270], [-0.2931, 2.0688, -0.6408], [0.9787, 4.2111, -1.5954], [1.0997, 2.3609, 3.5128], [0.3394, 1.0830, 0.7949], [4.8289, 5.4850, 0.8331], [-2.7870, 6.5281, 0.4912], [-1.6611, 4.4152, 3.4254], [1.5657, 0.8895, 2.4888], [2.8518, -3.8051, 0.9624], [3.2085, 5.7600, -1.3700], [-3.7489, 2.2888, 3.0892], [-2.5714, -6.2474, -4.1206], [4.2297, 3.6806, 2.7909], [2.8105, 1.6738, 3.5891], [1.7286, -4.5446, 2.0900], [1.7182, -5.0372, -0.9432], [-0.6091, -5.4814, -6.3450], [-2.3972, 2.5247, 4.3289], [-2.1592, 1.0845, 1.7655], [0.6504, -5.8019, 0.2187], [-1.2072, -7.1135, -6.0807], [-0.8075, 1.3376, 2.9887]]}



(3)
{"formula": "C22H30FMnN3O3S3", "method": "ωB97M-V with the def2-TZVPD basis set", "spin_multiplicity": 6, "s_squared": 8.757, "gap_ev": [8.11, 8.03], "charge": 2, "elements": ["Mn", "S", "S", "S", "F", "O", "O", "O", "N", "N", "N", "C", "C", "C", "C", "C", "C", "C", "C", "C", "C", "C", "C", "C", "C", "C", "C", "C", "C", "C", "C", "C", "C", "H", "H", "H", "H", "H", "H", "H", "H", "H", "H", "H", "H", "H", "H", "H", "H", "H", "H", "H", "H", "H", "H", "H", "H", "H", "H", "H", "H", "H", "H"], "positions_angstrom": [[2.2920, 2.7996, 0.3129], [4.6621, 3.5565, 0.0083], [1.6253, 5.2270, 0.3245], [3.4583, 5.2219, -3.1167], [-1.2182, -2.1348, -2.7916], [1.1259, 1.2204, -0.0951], [2.1702, 2.5564, 2.2307], [1.5478, 1.6359, 4.1589], [-4.6241, -5.3909, -1.0192], [-0.6219, -1.3257, 2.6073], [-2.5482, -3.9132, -1.0041], [-2.7149, -1.7882, 3.8653], [0.7553, 0.6108, 2.1963], [-1.7595, -2.8206, -0.5795], [0.1241, -0.2973, 3.0142], [5.1034, 3.3878, -1.7430], [1.5149, 6.1268, -1.2535], [3.9820, 3.5174, -2.7619], [0.6099, 0.4668, 0.7977], [4.4591, 5.3561, 0.2501], [-4.1267, -5.1164, -2.4084], [-0.2031, -0.6540, 0.3456], [1.5521, 1.6762, 2.9501], [-0.3801, -0.8745, -1.0259], [1.7463, 5.3283, -2.5333], [-3.5238, -5.9640, -0.1577], [-1.2666, -2.1772, 3.6248], [-2.2184, -5.2476, -0.5211], [-1.1217, -1.9288, -1.4651], [-1.5958, -2.5944, 0.7745], [-3.1167, -3.9607, -2.3495], [3.2160, 5.7141, 1.0500], [-0.8096, -1.5351, 1.2513], [-3.1506, -2.4404, 4.6213], [0.0977, -0.2195, -1.7403], [3.1072, 2.9247, -2.4788], [0.5006, 6.5267, -1.2580], [-1.5788, -5.1930, 0.3552], [1.3157, 4.3272, -2.4662], [3.1920, 6.7902, 1.2232], [5.9042, 4.0995, -1.9460], [-3.4802, -7.0343, -0.3494], [2.1921, 6.9791, -1.1911], [4.3416, 3.1038, -3.7055], [-1.6683, -5.8124, -1.2827], [5.5474, 2.3923, -1.8017], [5.3402, 5.7052, 0.7877], [-2.3744, -4.1296, -3.1326], [-3.6135, -3.0142, -2.5570], [-5.4275, -6.0198, -1.0360], [3.2112, 5.2287, 2.0291], [4.4421, 5.8191, -0.7341], [-4.9304, -4.5086, -0.6054], [-3.8165, -5.7972, 0.8770], [-0.6830, -2.0632, 4.5354], [-2.1092, -3.2417, 1.4700], [-3.6788, -6.0448, -2.7578], [1.2087, 5.8355, -3.3356], [-2.7806, -0.7628, 4.2278], [0.2448, -0.1683, 4.0833], [-4.9766, -4.8810, -3.0441], [-1.1578, -3.2167, 3.3175], [-3.3146, -1.8632, 2.9577]]}



(4)
{"formula": "C22H30FN3O4S", "method": "ωB97M-V with the def2-TZVPD basis set", "smiles": "CCOC(=O)c1c(C)[nH]c(C)c1S(=O)(=O)NCC1CCN(Cc2cccc(F)c2)CC1", "gap_ev": 9.20, "elements": ["S", "F", "O", "O", "O", "O", "N", "N", "N", "C", "C", "C", "C", "C", "C", "C", "C", "C", "C", "C", "C", "C", "C", "C", "C", "C", "C", "C", "C", "C", "C", "H", "H", "H", "H", "H", "H", "H", "H", "H", "H", "H", "H", "H", "H", "H", "H", "H", "H", "H", "H", "H", "H", "H", "H", "H", "H", "H", "H", "H", "H"], "positions_angstrom": [[1.8005, 0.8695, -0.0321], [-6.1831, 2.9131, 0.7520], [1.3505, 0.2764, 1.1976], [3.0651, -1.7215, 0.5806], [1.2069, 2.1209, -0.4118], [4.8996, -1.8214, 1.8786], [1.6458, -0.1600, -1.3357], [5.5874, 1.9181, -0.0565], [-3.5856, -0.9114, -1.2247], [-4.8619, -1.4768, -0.8315], [4.4898, 0.1047, 0.5600], [-2.6221, -0.9564, -0.1384], [2.5390, -2.9266, 1.1384], [-6.2310, -1.1452, 1.2630], [-1.7979, -0.7883, -2.8779], [2.2397, -3.9253, 0.0313], [-3.0432, -1.5379, -2.4128], [-5.5577, -0.6030, 0.1768], [-0.7384, -0.7873, -1.7765], [4.1981, -1.2252, 1.0945], [-6.8858, -0.3277, 2.1690], [3.5609, 1.0514, 0.0293], [4.2720, 2.1649, -0.3369], [-5.5429, 0.7756, 0.0061], [0.5112, -0.0186, -2.2193], [5.7417, 0.6878, 0.5001], [7.0694, 0.1643, 0.9044], [-1.3605, -0.1896, -0.5167], [-6.1977, 1.5728, 0.9227], [-6.8756, 1.0460, 2.0077], [3.8352, 3.4486, -0.9372], [-0.6540, -0.2126, 0.3124], [-3.8041, -1.5062, -3.1980], [4.2135, 3.5445, -1.9551], [-6.2441, -2.2164, 1.4024], [-1.6205, 0.8525, -0.7069], [-1.4102, -1.2566, -3.7852], [3.2697, -3.3323, 1.8456], [7.5528, 0.8483, 1.6008], [0.8204, -0.3555, -3.2159], [1.6262, -2.6467, 1.6744], [4.2053, 4.2908, -0.3538], [-2.0722, 0.2412, -3.1105], [-3.0797, -0.5026, 0.7431], [-0.4463, -1.8265, -1.5714], [0.3008, 1.0516, -2.2591], [-2.3608, -2.0027, 0.1134], [2.7503, 3.4735, -0.9566], [-2.7864, -2.5998, -2.2309], [6.9380, -0.7965, 1.3919], [-5.0140, 1.2125, -0.8251], [-7.3760, 1.7024, 2.7016], [6.3380, 2.5707, -0.2217], [1.8429, -4.8387, 0.4657], [7.7197, 0.0430, 0.0377], [1.5067, -3.5196, -0.6623], [-5.4914, -1.5374, -1.7269], [-4.7564, -2.5015, -0.4288], [-7.4054, -0.7630, 3.0092], [1.8383, -1.1064, -1.0455], [3.1468, -4.1627, -0.5198]]}